Record 1
A structure of composition C59H47BrMgN3O4P2S. Source: the OMol25 dataset; level of theory: the ωB97M-V functional and the def2-TZVPD basis.

relative energy (zero: lowest compared OMol25 entry of this formula, charge and spin) = 22.6 kJ/mol
maximum force = 0.0261 hartree/bohr
molecular weight = 1060.3 g/mol
total charge = +1
HOMO-LUMO gap = 8.09 eV
E_LUMO = -1.9 eV

Structure (XYZ):
```
118
C59H47BrMgN3O4P2S (the ωB97M-V functional and the def2-TZVPD basis)
Mg -0.268 0.390 0.421
O -1.203 -0.529 -2.692
S 0.051 -0.968 -2.031
C 0.048 -2.756 -1.954
C -0.905 -3.395 -2.703
C -0.963 -4.796 -2.822
C -0.005 -5.533 -2.187
C 0.256 -7.017 -2.167
C 1.510 -7.192 -1.271
C 1.880 -5.794 -0.849
C 2.906 -5.320 -0.081
C 2.971 -3.938 0.165
C 2.070 -3.016 -0.335
P 2.248 -1.273 0.254
C 2.642 -1.506 2.037
C 2.092 -2.538 2.793
C 2.241 -2.557 4.171
C 2.925 -1.540 4.820
C 3.481 -0.508 4.080
C 3.337 -0.490 2.700
C 3.938 -0.879 -0.393
C 4.017 -0.186 -1.599
C 5.242 0.142 -2.160
C 6.415 -0.213 -1.512
C 6.351 -0.890 -0.303
C 5.125 -1.223 0.254
C 1.027 -3.479 -1.205
C 0.966 -4.877 -1.398
C 1.193 -0.752 -3.418
C 1.757 -1.783 -4.122
C 2.389 -1.593 -5.370
C 2.410 -0.339 -5.906
C 2.889 0.179 -7.238
C 2.659 1.712 -7.178
C 1.985 1.950 -5.853
C 1.495 3.086 -5.271
C 0.921 2.983 -3.994
C 0.806 1.799 -3.286
P 0.108 1.986 -1.584
C -1.510 2.753 -1.922
C -2.119 3.572 -0.969
C -3.401 4.054 -1.177
C -4.093 3.716 -2.330
C -3.500 2.894 -3.276
C -2.217 2.409 -3.074
C 1.172 3.383 -1.030
C 2.460 3.031 -0.615
C 3.355 3.991 -0.168
C 2.973 5.325 -0.130
C 1.703 5.687 -0.552
C 0.809 4.725 -1.007
C 1.271 0.592 -3.895
C 1.872 0.732 -5.160
H -1.615 -2.773 -3.237
H -1.730 -5.254 -3.433
H -0.603 -7.560 -1.770
H 0.432 -7.391 -3.176
H 1.302 -7.818 -0.402
H 2.331 -7.661 -1.814
H 3.649 -5.978 0.350
H 3.771 -3.584 0.802
H 1.527 -3.322 2.308
H 1.806 -3.364 4.746
H 3.023 -1.550 5.897
H 4.029 0.285 4.574
H 3.800 0.308 2.128
H 3.109 0.098 -2.109
H 5.277 0.680 -3.100
H 7.375 0.040 -1.943
H 7.263 -1.159 0.214
H 5.101 -1.742 1.203
H 1.695 -2.791 -3.735
H 2.805 -2.445 -5.891
H 3.935 -0.075 -7.415
H 2.308 -0.272 -8.044
H 3.599 2.263 -7.232
H 2.035 2.057 -8.003
H 1.542 4.051 -5.758
H 0.540 3.889 -3.540
H -1.581 3.835 -0.066
H -3.871 4.684 -0.432
H -5.096 4.093 -2.481
H -4.044 2.616 -4.169
H -1.763 1.746 -3.796
H 2.780 1.994 -0.686
H 4.350 3.699 0.143
H 3.666 6.080 0.214
H 1.406 6.727 -0.540
H -0.171 5.030 -1.347
O -0.262 -0.928 1.860
N -1.356 -1.602 1.920
N -2.087 -1.464 0.890
O -1.717 -0.721 -0.123
C -3.367 -2.096 0.832
C -4.133 -1.919 -0.310
C -5.381 -2.520 -0.384
C -5.851 -3.288 0.669
C -5.077 -3.452 1.810
C -3.833 -2.855 1.902
H -3.744 -1.328 -1.129
H -5.982 -2.391 -1.274
H -6.822 -3.762 0.604
H -5.437 -4.051 2.635
H -3.215 -2.965 2.781
O 1.091 1.462 1.594
H 1.433 0.783 2.205
H 1.845 1.969 1.266
Br -5.885 2.024 1.130
C -4.133 2.103 1.830
C -3.882 2.753 3.026
C -2.579 2.759 3.498
C -1.593 2.132 2.756
N -1.837 1.528 1.592
C -3.091 1.512 1.136
H -4.679 3.241 3.570
H -2.337 3.247 4.432
H -0.570 2.120 3.105
H -3.269 1.019 0.189
```

=====

Record 2
A structure of composition C25H37N11O5SSbSr. Source: the OMol25 dataset; level of theory: the ωB97M-V functional and the def2-TZVPD basis.

relative energy (zero: lowest compared OMol25 entry of this formula, charge and spin) = 173.6 kJ/mol
maximum force = 0.0696 hartree/bohr
molecular weight = 813.1 g/mol
total charge = -1
HOMO-LUMO gap = 6.70 eV
E_LUMO = 1.2 eV

Structure (XYZ):
```
81
C25H37N11O5SSbSr (the ωB97M-V functional and the def2-TZVPD basis)
Sr 0.504 -0.301 -0.886
O 1.279 -2.281 -1.191
N 1.350 -3.572 -1.029
C 1.289 -4.080 0.176
C 1.397 -5.476 0.318
N 1.503 -6.613 0.440
C 1.147 -3.256 1.312
N 1.023 -2.426 2.099
C -5.458 -0.986 -1.649
C -4.183 -0.269 -2.046
C -4.327 1.223 -1.823
Sb -2.381 -0.995 -0.998
C -3.366 -2.126 0.640
C -3.796 -1.119 1.693
C -2.396 -3.125 1.238
C -1.974 -2.750 -2.282
C -3.199 -3.612 -2.537
C -1.324 -2.313 -3.585
H -6.287 -0.655 -2.277
H -5.717 -0.762 -0.617
H -5.370 -2.064 -1.752
H -3.973 -0.453 -3.104
H -4.672 1.425 -0.810
H -5.051 1.653 -2.518
H -3.375 1.724 -1.961
H -4.241 -2.654 0.262
H -2.929 -0.587 2.092
H -4.301 -1.614 2.524
H -4.478 -0.380 1.275
H -1.494 -2.617 1.583
H -2.111 -3.888 0.515
H -2.840 -3.629 2.097
H -1.247 -3.339 -1.712
H -3.931 -3.073 -3.139
H -3.666 -3.913 -1.599
H -2.929 -4.523 -3.077
H -2.017 -1.718 -4.178
H -1.021 -3.179 -4.178
H -0.442 -1.701 -3.391
O 4.698 2.637 8.207
S 5.591 2.687 7.055
O 5.825 1.410 6.408
O 6.776 3.510 7.214
C 4.505 3.616 5.900
N 4.179 4.856 6.237
C 3.253 5.448 5.510
C 2.602 4.820 4.454
C 3.029 3.525 4.164
N 3.988 2.951 4.891
C 2.502 2.697 3.070
C 1.723 3.191 2.023
C 1.291 2.320 1.039
N 1.588 1.022 1.017
C 2.352 0.551 2.006
C 2.822 1.337 3.040
H 3.010 6.465 5.795
H 1.811 5.316 3.913
H 1.460 4.236 1.956
H 0.675 2.675 0.224
H 2.573 -0.508 1.961
H 3.442 0.945 3.831
N 2.800 -2.378 -3.471
N 3.172 -1.408 -2.614
N 4.174 -1.538 -1.800
C 4.203 -0.353 -1.206
N 3.235 0.438 -1.659
N 2.593 -0.253 -2.561
H 3.255 -3.244 -3.197
H 1.787 -2.487 -3.447
H 4.934 -0.071 -0.472
C -1.449 2.214 -3.982
C -0.692 2.186 -2.643
C 0.764 2.598 -2.912
O -0.772 0.960 -2.026
H -1.238 3.137 -4.517
H -2.524 2.143 -3.827
H -1.133 1.364 -4.583
H -1.154 2.957 -1.985
H 1.155 1.994 -3.728
H 1.373 2.409 -2.030
H 0.826 3.651 -3.178
```

=====

Record 3
A structure of composition C7H7AuO6S. Source: the OMol25 dataset; level of theory: the ωB97M-V functional and the def2-TZVPD basis.

multiplicity = 3
relative energy (zero: lowest compared OMol25 entry of this formula, charge and spin) = 142.2 kJ/mol
maximum force = 0.1239 hartree/bohr
molecular weight = 416.2 g/mol
⟨S²⟩ = 2.01
total charge = +2
HOMO-LUMO gap (alpha / beta) = 7.07 / 5.99 eV
E_LUMO (alpha / beta) = -8.7 / -12.1 eV

Structure (XYZ):
```
22
C7H7AuO6S (the ωB97M-V functional and the def2-TZVPD basis)
O 2.096 0.444 2.757
C 3.058 -0.085 2.442
Au 0.578 -1.328 -1.719
C -0.894 -1.163 -3.057
O -1.931 -1.021 -3.527
C 1.634 -1.914 -5.524
O 2.662 -2.301 -5.841
C 1.260 -2.227 0.036
O 1.139 -2.865 1.000
C 1.118 0.577 -1.789
O 1.405 1.661 -1.546
H 1.921 -1.440 -0.552
C -2.445 0.394 2.254
S -1.309 0.665 0.889
C -0.609 2.258 1.359
O -0.225 -0.373 1.007
H -3.216 1.166 2.163
H -1.909 0.465 3.206
H -2.883 -0.601 2.118
H -1.276 2.721 2.096
H 0.392 2.093 1.775
H -0.567 2.875 0.451
```